Entry 1:
# C3H5NO2

One molecule with the formula C3H5NO2 in a non-equilibrium geometry (ωB97M-V/def2-TZVPD, OMol25).

The geometry in XYZ format:
```
11
Properties=species:S:1:pos:R:3
C 0.6860 0.8376 -1.2435
C 0.3564 -0.3150 -0.4156
O 0.5327 -1.4366 -0.8206
N -0.1038 0.0288 0.9458
C -1.0523 -0.8465 1.3269
O -1.7557 -0.7977 2.2988
H -0.1134 1.5644 -1.1673
H 0.8780 0.5169 -2.2654
H 1.5844 1.2506 -0.7896
H 0.0473 0.7948 1.6123
H -1.0595 -1.5973 0.5182
```

## Properties
HOMO-LUMO gap: 10.630 eV
Energy above the lowest of the compared OMol25 structures with the same formula, charge and spin: 0.830 eV
HOMO energy: -9.99 eV
Charge: 0
SMILES string: CC(=O)NC=O

These are the natural (NBO) partial charges, in e, on atoms 1 to 8: -0.715 0.713 -0.530 -0.700 0.528 -0.579 0.235 0.249

Entry 2:
# CH3NO3S

One molecule with the formula CH3NO3S in a non-equilibrium geometry (ωB97M-V/def2-TZVPD, OMol25).

The geometry in XYZ format:
```
9
Properties=species:S:1:pos:R:3
C 0.0877 -0.4562 -0.2033
N -0.5185 -1.6107 -0.5575
O -0.7557 0.4471 0.3566
O 1.2474 -0.2303 -0.3693
O 1.3041 1.9445 -0.1138
S -0.0350 2.0501 0.3691
H -1.4729 -1.8159 -0.3259
H 0.0702 -2.3164 -0.9727
H 0.0726 1.9877 1.8167
```

## Properties
HOMO-LUMO gap: 10.120 eV
Energy above the lowest of the compared OMol25 structures with the same formula, charge and spin: 1.455 eV
HOMO energy: -9.57 eV
Charge: 0

These are the natural (NBO) partial charges, in e, on atoms 1 to 8: 0.859 -0.843 -0.721 -0.605 -0.844 1.351 0.401 0.411

Entry 3:
# C2H13NO4

A 5-piece molecular cluster, C2H13NO4 overall in a non-equilibrium geometry (ωB97M-V/def2-TZVPD, OMol25).

The geometry in XYZ format:
```
20
Properties=species:S:1:pos:R:3
C 1.3711 -0.2533 1.3689
C -0.7382 0.8375 1.6047
N -0.0378 -0.0938 1.1331
H 2.0206 0.4750 1.9547
H 1.8499 -0.4760 0.4277
H 1.5018 -0.9841 2.1557
H -1.7998 0.9486 1.4146
H -0.3157 1.4200 2.4288
H -0.2231 0.3313 -2.8660
H -0.6062 1.7517 -2.9640
O 0.0831 1.1966 -2.5754
H -1.8706 -0.9231 -0.7304
H -1.6626 -1.7178 -2.1053
O -2.1770 -1.0666 -1.6307
H 2.0616 2.4932 -1.4168
H 2.2487 2.3470 0.0320
O 2.7658 2.5542 -0.7557
H -1.5785 -3.0886 1.5851
H -1.0134 -2.8101 0.2580
O -1.8797 -2.9419 0.6810
```

## Properties
HOMO-LUMO gap: 10.471 eV
Energy above the lowest of the compared OMol25 structures with the same formula, charge and spin: 2.056 eV
HOMO energy: -9.98 eV
Charge: 0
SMILES string: C=NC.O.O.O.O

These are the natural (NBO) partial charges, in e, on atoms 1 to 8: -0.471 -0.047 -0.411 0.178 0.223 0.214 0.181 0.135

Entry 4:
# C4H13NO

A 2-piece molecular cluster, C4H13NO overall in a non-equilibrium geometry (ωB97M-V/def2-TZVPD, OMol25).

The geometry in XYZ format:
```
19
Properties=species:S:1:pos:R:3
N 2.4301 -0.6020 -0.0274
C 2.6268 -1.0443 1.3581
C 3.3782 -1.4618 -0.8086
C 0.0000 0.0000 0.0000
C 1.0986 -0.9077 -0.5677
H 1.9109 -0.5603 2.0435
H 3.6491 -0.7591 1.6584
H 2.5235 -2.1381 1.4565
H 4.4096 -1.1246 -0.6110
H 3.1308 -1.2396 -1.8603
H 3.3301 -2.5535 -0.6590
H -0.9506 -0.0963 -0.5511
H 0.3302 1.0513 -0.0490
H -0.1773 -0.2642 1.0561
H 0.9134 -1.9958 -0.4828
H 1.1995 -0.6664 -1.6434
O 1.6136 -5.7601 2.3475
H 1.5672 -5.4828 1.4045
H 0.6749 -5.8039 2.6396
```

## Properties
HOMO-LUMO gap: 9.659 eV
Energy above the lowest of the compared OMol25 structures with the same formula, charge and spin: 0.970 eV
HOMO energy: -8.95 eV
Charge: 0
SMILES string: CCN(C)C.O

These are the natural (NBO) partial charges, in e, on atoms 1 to 8: -0.420 -0.427 -0.429 -0.622 -0.221 0.199 0.204 0.165

Entry 5:
# C4H12

A 2-piece molecular cluster, C4H12 overall in a non-equilibrium geometry (ωB97M-V/def2-TZVPD, OMol25).

The geometry in XYZ format:
```
16
Properties=species:S:1:pos:R:3
C 0.6488 2.0321 0.0930
C -0.1911 2.4345 -1.1292
H 0.3741 1.0210 0.2898
H 0.3203 2.6374 1.0361
H 1.7425 2.3102 0.1035
H 0.1128 1.8628 -2.0989
H -0.2790 3.5474 -1.2439
H -1.1882 1.9608 -0.9456
C 0.1237 -2.6997 1.0495
C -0.4660 -1.7361 -0.1316
H 0.8939 -2.3315 1.5893
H 0.3229 -3.7132 0.8671
H -0.6996 -2.8378 1.8316
H -1.2786 -2.2593 -0.5708
H -0.7627 -0.7927 0.1747
H 0.3261 -1.4358 -0.9145
```

## Properties
HOMO-LUMO gap (alpha / beta): 11.130 / 2.727 eV
Energy above the lowest of the compared OMol25 structures with the same formula, charge and spin: 1.500 eV
HOMO energy (alpha / beta): -14.68 / -14.66 eV
Charge: +1
Spin multiplicity: 2

These are the natural (NBO) partial charges, in e, on atoms 1 to 8: -0.544 -0.577 0.270 0.420 0.379 0.406 0.289 0.348

Entry 6:
# C31H51BN4O3PSY

C31H51BN4O3PSY as an isolated structure (ωB97M-V/def2-TZVPD, OMol25).

The geometry in XYZ format:
```
93
Properties=species:S:1:pos:R:3
Y -2.3320 1.1891 1.2662
C -0.9529 6.5012 0.1104
C -2.1405 5.9144 0.7714
N -3.1992 6.5404 1.1599
N -4.0078 5.5803 1.6950
C -3.4959 4.3605 1.6559
S -4.1957 2.9181 2.2268
N -2.2825 4.5583 1.0618
N -1.3682 3.5270 0.8107
H -1.1153 7.5701 -0.0005
H -0.8012 6.0708 -0.8810
H -0.0520 6.3473 0.7064
H -4.9117 5.8386 2.0658
H -0.5443 3.6596 1.3973
H -1.0774 3.5769 -0.1682
C -2.4430 -3.9935 -5.6107
C -1.9452 -2.6612 -6.1701
C -2.8819 -2.2363 -7.3110
C -0.5263 -2.8656 -6.7207
C -1.9195 -1.5649 -5.1053
C -1.4987 -0.2744 -5.4605
C -1.4556 0.7840 -4.5631
C -1.8482 0.5096 -3.2718
O -1.9151 1.3508 -2.1707
B -2.3857 0.5609 -1.1173
O -2.5952 -0.7422 -1.5571
C -2.2605 -0.7511 -2.9041
C -2.3111 -1.8070 -3.7882
H -2.4417 -4.7400 -6.4049
H -3.4644 -3.9184 -5.2320
H -1.7970 -4.3636 -4.8112
H -2.9317 -3.0259 -8.0622
H -2.5341 -1.3291 -7.8058
H -3.8916 -2.0550 -6.9383
H -0.5353 -3.6385 -7.4906
H 0.1555 -3.1812 -5.9284
H -0.1303 -1.9537 -7.1686
H -1.2003 -0.0851 -6.4828
H -1.1430 1.7738 -4.8667
H -2.6563 -2.7761 -3.4584
O -0.5666 0.7158 2.3077
P 0.8384 0.0403 2.4506
C 0.5322 -1.7126 2.8446
C 1.6969 -2.6838 2.5654
C 1.7599 -3.1632 1.1152
C 0.4222 -3.7125 0.6286
C -0.6953 -2.6906 0.8145
C -0.7865 -2.2610 2.2746
C 1.7388 0.4919 0.9399
C 3.2455 0.1393 0.9193
C 3.7986 0.2413 -0.5128
C 3.1142 1.3630 -1.2909
C 1.6123 1.0681 -1.4806
C 1.0806 0.1262 -0.3919
C 1.7237 0.9093 3.7960
C 0.7963 1.4291 4.9128
C 0.4841 0.3956 5.9933
C 1.7687 -0.1701 6.5915
C 2.6457 -0.7985 5.5139
C 2.9584 0.1889 4.3881
H 0.4054 -1.6400 3.9287
H 1.5353 -3.5497 3.2139
H 2.6520 -2.2581 2.8733
H 2.5338 -3.9276 1.0345
H 2.0723 -2.3457 0.4587
H 0.1754 -4.6201 1.1878
H 0.4957 -4.0019 -0.4199
H -1.6515 -3.1112 0.4993
H -0.5179 -1.8242 0.1667
H -1.0422 -3.1335 2.8831
H -1.6059 -1.5514 2.4405
H 1.6709 1.5880 1.0333
H 3.4207 -0.8653 1.3030
H 3.7852 0.8258 1.5740
H 3.6540 -0.7061 -1.0380
H 4.8747 0.4043 -0.4680
H 3.5933 1.4958 -2.2596
H 3.2550 2.3057 -0.7531
H 1.4236 0.6195 -2.4569
H 1.0402 2.0023 -1.4652
H 1.3120 -0.9083 -0.6466
H -0.0127 0.1872 -0.3534
H 2.0984 1.7873 3.2551
H -0.1228 1.8381 4.4903
H 1.3213 2.2656 5.3835
H -0.1316 -0.4158 5.5881
H -0.1170 0.8702 6.7700
H 1.5381 -0.9051 7.3628
H 2.3183 0.6386 7.0829
H 2.1567 -1.6945 5.1242
H 3.5883 -1.1394 5.9438
H 3.5486 -0.2922 3.6079
H 3.5968 0.9766 4.7981
```

## Properties
HOMO-LUMO gap: 6.643 eV
Energy above the lowest of the compared OMol25 structures with the same formula, charge and spin: 0.000 eV
HOMO energy: -12.64 eV
Charge: +2

These are the Mulliken partial charges, in e, on atoms 1 to 8: 0.049 -1.277 0.890 -0.677 0.235 0.280 -0.472 0.420

Entry 7:
# CH8NaO7

CH8NaO7 as an isolated structure in a non-equilibrium geometry (ωB97M-V/def2-TZVPD, OMol25).

The geometry in XYZ format:
```
17
Properties=species:S:1:pos:R:3
Na -7.1377 -13.8078 12.0163
C -6.0372 -16.2323 13.2752
O -5.6244 -15.0478 13.6714
O -5.4082 -17.2990 13.5866
O -7.1526 -16.2686 12.5896
O -8.2531 -14.1542 14.7165
H -7.7332 -13.4782 15.1600
H -7.5694 -14.7687 14.3341
O -9.0378 -12.2136 11.6190
H -8.9755 -11.6360 10.8493
H -9.1162 -11.6176 12.3738
O -5.7482 -11.9103 12.6959
H -6.1707 -11.0644 12.8902
H -5.1468 -11.7212 11.9658
O -5.8627 -13.8812 10.0374
H -6.0881 -14.0800 9.1223
H -4.9638 -13.5365 10.0034
```

## Properties
HOMO-LUMO gap: 2.892 eV
Energy above the lowest of the compared OMol25 structures with the same formula, charge and spin: 0.000 eV
HOMO energy: -1.53 eV
Charge: -1

These are the natural (NBO) partial charges, in e, on atoms 1 to 8: 0.911 0.919 -0.992 -0.863 -0.977 -1.007 0.450 0.533

Entry 8:
# C9H11Br2NO3S2

One molecule with the formula C9H11Br2NO3S2 (ωB97M-V/def2-TZVPD, OMol25).

The geometry in XYZ format:
```
28
Properties=species:S:1:pos:R:3
O -1.2893 -2.5459 2.2586
S -1.0665 -2.3213 0.8666
O -1.3958 -3.3154 -0.1029
N -1.8950 -0.9481 0.4796
H -1.8356 -0.2318 1.1834
C -1.9557 -0.5139 -0.8915
H -2.9863 -0.2393 -1.1423
H -1.6773 -1.3862 -1.4854
C -1.0414 0.6798 -1.2172
H -0.9770 0.7680 -2.3117
O 0.2752 0.4576 -0.7194
C 0.7078 1.5737 0.0441
C -0.2075 2.7336 -0.3373
H -0.2811 3.4786 0.4507
H 0.1527 3.2113 -1.2486
C -1.5205 2.0032 -0.6056
H -2.1800 2.5437 -1.2797
H -2.0518 1.8173 0.3297
H 1.7592 1.7570 -0.1883
H 0.6197 1.3398 1.1155
C 0.6567 -1.9471 0.6487
C 1.4942 -1.3265 1.5207
C 2.7608 -1.0901 0.9467
C 2.8451 -1.5426 -0.3417
S 1.3719 -2.2780 -0.8715
Br 4.3295 -1.4029 -1.4560
Br 4.1654 -0.2131 1.8289
H 1.2225 -1.0613 2.5258
```

## Properties
HOMO-LUMO gap: 9.292 eV
HOMO energy: -8.97 eV
Charge: 0
SMILES string: O=S(=O)(NC[C@H]1CCCO1)c1cc(Br)c(Br)s1

These are the natural (NBO) partial charges, in e, on atoms 1 to 8: -0.925 2.348 -0.932 -0.858 0.403 -0.249 0.207 0.233

Entry 9:
# C4H7NS

One molecule with the formula C4H7NS in a non-equilibrium geometry (ωB97M-V/def2-TZVPD, OMol25).

The geometry in XYZ format:
```
13
Properties=species:S:1:pos:R:3
C 0.3120 0.4030 1.3995
C -0.7042 -0.2553 0.4853
C -0.3213 -1.3446 -0.5296
C 0.2152 0.9858 -1.3319
H 0.1045 1.6146 1.3060
H 0.2447 0.1466 2.5143
H 1.2767 -0.1034 0.9767
H -1.7635 -0.3389 0.9366
H -0.9628 -2.1259 -0.8819
H 0.7999 -1.6461 -0.4236
H 0.1653 2.0761 -1.1261
N -0.7212 0.0199 -0.8800
S 1.3549 0.5682 -2.4452
```

## Properties
HOMO-LUMO gap: 8.745 eV
Energy above the lowest of the compared OMol25 structures with the same formula, charge and spin: 2.944 eV
HOMO energy: -8.56 eV
Charge: 0
SMILES string: C[C@@H]1CN1C=S

These are the natural (NBO) partial charges, in e, on atoms 1 to 8: -0.654 -0.054 -0.252 -0.110 0.226 0.239 0.232 0.191

Entry 10:
# C27H29BrHfN6O3PS

C27H29BrHfN6O3PS as an isolated structure in a non-equilibrium geometry (ωB97M-V/def2-TZVPD, OMol25).

The geometry in XYZ format:
```
69
Properties=species:S:1:pos:R:3
Hf 0.1034 0.4552 -0.1249
C 4.5047 -1.7596 2.4195
N 3.3016 -0.9243 2.2554
C 2.9891 0.1391 3.0669
C 1.8183 0.6480 2.6123
N 1.4060 -0.1050 1.5349
C 2.3380 -1.0457 1.3304
P 2.2108 -2.3885 0.0887
C 0.4130 -2.6433 0.2292
N -0.5412 -1.7064 0.1742
C -1.7418 -2.3631 0.3197
C -1.5018 -3.6931 0.4509
N -0.1438 -3.8556 0.3889
C 0.5538 -5.1514 0.4938
C 2.1376 -1.4025 -1.4610
N 1.1493 -0.5598 -1.8000
C 1.4159 -0.1198 -3.0787
C 2.5615 -0.7039 -3.5066
N 2.9998 -1.5094 -2.4864
C 4.2186 -2.3357 -2.5594
H 4.5937 -2.0568 3.4603
H 5.3828 -1.1912 2.1258
H 4.4206 -2.6484 1.8027
H 3.6147 0.4330 3.8936
H 1.2475 1.4788 2.9898
H -2.6890 -1.8532 0.3239
H -2.1773 -4.5212 0.5851
H -0.1951 -5.9323 0.5731
H 1.1791 -5.1722 1.3820
H 1.1534 -5.3287 -0.3943
H 0.7741 0.5723 -3.5991
H 3.0898 -0.6215 -4.4426
H 4.2644 -2.8084 -3.5359
H 4.1871 -3.1055 -1.7956
H 5.0959 -1.7115 -2.4162
Br 3.3966 6.6833 -4.8336
C 2.6531 5.4047 -3.7100
C 3.4685 4.7591 -2.7795
C 2.9213 3.7990 -1.9598
C 1.5590 3.4808 -2.0719
C 0.7474 4.1464 -3.0016
C 1.2936 5.1091 -3.8199
C 1.0073 2.4554 -1.2498
O 1.6889 1.7766 -0.3877
O -0.2508 2.0778 -1.3217
H 4.5154 5.0205 -2.7078
H 3.5330 3.2928 -1.2246
H -0.3054 3.9047 -3.0774
H 0.6838 5.6352 -4.5411
C -5.5864 -1.1460 -3.3976
C -4.8430 -0.4960 -2.2657
C -5.5304 -0.0053 -1.1544
C -4.8632 0.6120 -0.1095
C -3.4845 0.7708 -0.1802
C -2.7777 0.2685 -1.2710
C -3.4524 -0.3620 -2.2965
S -2.7618 1.6092 1.1920
C -2.6933 3.2837 0.6100
O -1.2580 1.1468 1.1786
H -6.2530 -1.9262 -3.0279
H -4.9110 -1.5829 -4.1301
H -6.2098 -0.4081 -3.9070
H -6.6067 -0.1183 -1.1011
H -5.4165 0.9669 0.7543
H -1.7020 0.3563 -1.3959
H -2.8961 -0.7559 -3.1395
H -2.1817 3.3134 -0.3490
H -2.1849 3.8713 1.3740
H -3.7299 3.6147 0.5204
```

## Properties
HOMO-LUMO gap: 7.378 eV
Energy above the lowest of the compared OMol25 structures with the same formula, charge and spin: 0.208 eV
HOMO energy: -15.81 eV
Charge: +3

These are the natural (NBO) partial charges, in e, on atoms 1 to 8: 2.502 -0.415 -0.280 -0.024 -0.029 -0.646 0.107 0.825

Entry 11:
# C5H9CeO4

C5H9CeO4 as an isolated structure in a non-equilibrium geometry (ωB97M-V/def2-TZVPD, OMol25).

The geometry in XYZ format:
```
19
Properties=species:S:1:pos:R:3
O -0.4904 -1.0916 2.5191
C -0.9750 0.0207 2.9790
C -0.9862 1.1957 2.1090
H -1.0740 0.1481 4.0654
H -0.9811 2.1694 2.6084
H -1.7163 1.1036 1.2851
O 0.4955 0.9888 0.9680
O 0.3110 -2.3289 -0.7223
C 0.4768 -1.8402 -2.0086
C 0.2517 -0.3309 -2.0634
O 1.0986 0.2414 -1.0595
C 0.6555 1.3945 -0.3455
Ce 0.7896 -1.2428 0.8542
H -0.2307 -2.2985 -2.7276
H 1.4944 -2.0486 -2.3998
H -0.7990 -0.0975 -1.8203
H 0.5012 0.0937 -3.0475
H 1.4612 2.1404 -0.4166
H -0.2828 1.7826 -0.7770
```

## Properties
HOMO-LUMO gap (alpha / beta): 7.886 / 9.449 eV
Energy above the lowest of the compared OMol25 structures with the same formula, charge and spin: 0.855 eV
HOMO energy (alpha / beta): -11.64 / -14.03 eV
Charge: +1
Spin multiplicity: 3

These are the Mulliken partial charges, in e, on atoms 1 to 8: -0.538 -0.011 -0.272 0.379 0.328 0.237 -0.559 -0.503

Entry 12:
# C4H7O4

A 2-piece molecular cluster, C4H7O4 overall in a non-equilibrium geometry (ωB97M-V/def2-TZVPD, OMol25).

The geometry in XYZ format:
```
15
Properties=species:S:1:pos:R:3
O 1.4384 2.0247 0.1071
C 1.2210 0.7888 -0.0170
O 2.1380 -0.0629 0.4664
C -0.2862 0.4483 0.8137
C -1.1864 -0.4672 0.2966
C -2.5462 -0.0548 0.1146
O -3.5359 -0.7369 0.0788
H 0.0712 0.1631 1.7844
H -0.7748 1.4083 0.9402
H -0.8528 -1.4976 0.2251
H 0.9472 0.4881 -1.0420
H -2.6353 1.0366 -0.0668
H 2.2577 -0.7490 -0.3159
H 2.7365 -1.8582 -2.0100
O 1.9688 -1.5892 -1.5008
```

## Properties
HOMO-LUMO gap: 5.851 eV
Energy above the lowest of the compared OMol25 structures with the same formula, charge and spin: 5.503 eV
HOMO energy: -4.35 eV
Charge: -1

These are the natural (NBO) partial charges, in e, on atoms 1 to 8: -0.599 0.449 -0.735 -0.409 -0.198 0.362 -0.561 0.274

no.,E_tot (eV)
1,-8776.8651
2,-19551.8592
3,-11963.4108
4,-7895.6908
5,-4329.7317
6,-66913.0743
7,-19917.6033
8,-178898.4292
9,-16583.9870
10,-135007.5485
11,-26441.6490
12,-12448.3354